A molecular structure, C24H35N2O6RuS2Si, computed with ωB97M-V/def2-TZVPD.

XYZ file:
```
71
Properties=species:S:1:pos:R:3
Ru -0.60263 0.69170 -0.43804
O 1.12182 -3.20930 -1.75053
C 0.24870 -2.34563 -1.57441
O 0.30589 -1.40168 -0.72309
C -1.03018 -2.43123 -2.41244
C -2.28531 -2.26858 -1.54101
C -3.51739 -2.79382 -2.29263
C -3.74140 -1.65917 -3.32785
C -2.59246 -0.70355 -2.97598
O -2.51622 -0.85452 -1.54879
C -1.25653 -1.28532 -3.45836
C -0.15318 -0.22500 -3.52829
O 0.66032 -0.30283 -4.45680
O -0.18226 0.68521 -2.63531
H -1.01308 -3.40207 -2.90578
H -2.17307 -2.61065 -0.51499
H -3.33143 -3.76747 -2.74969
H -4.36724 -2.88582 -1.61522
H -3.68744 -2.00265 -4.36260
H -4.70247 -1.16715 -3.17431
H -2.74653 0.34614 -3.21002
H -1.34326 -1.70491 -4.46035
S 0.11467 2.91891 0.47900
C -1.22598 4.04402 0.35962
C -1.10521 5.30568 0.95278
C -2.11650 6.25248 0.88317
C -3.28895 5.94309 0.19870
C -3.42501 4.69806 -0.39531
C -2.41620 3.72581 -0.33012
S -2.65579 2.17213 -1.08810
H -0.18356 5.53223 1.47891
H -1.99025 7.22069 1.35675
H -4.09424 6.66756 0.12979
H -4.33537 4.44717 -0.92939
C -2.17346 -1.55643 4.03907
Si -0.99019 -0.66993 2.83569
C 0.37880 -1.92826 2.53830
C -0.36251 0.79944 3.83226
C -1.80796 -0.13372 1.29836
H -1.65387 -1.84000 4.96307
H -2.58497 -2.46544 3.58899
H -3.01232 -0.90578 4.30579
H 0.99684 -2.07164 3.43059
H 1.01019 -1.64011 1.69453
H -0.06473 -2.89839 2.28938
H 0.29230 0.48020 4.65085
H -1.21910 1.32535 4.26688
H 0.16007 1.52275 3.20377
H -2.52332 0.67675 1.45303
H -2.32967 -0.96545 0.81329
C 3.23368 0.19460 2.62468
N 3.72802 -0.21427 1.33158
C 4.85394 -1.11946 1.35961
C 5.54525 -1.16835 0.01455
C 4.50139 -1.37079 -1.06210
N 3.50646 -0.31954 -0.99463
C 2.77086 -0.09275 -2.23250
C 2.96375 0.04735 0.20084
O 1.89885 0.65073 0.30638
H 3.99313 0.79094 3.14370
H 2.99124 -0.67266 3.24589
H 2.34033 0.79152 2.49445
H 4.52326 -2.12732 1.65230
H 5.54588 -0.77650 2.13606
H 6.28362 -1.97304 -0.00237
H 6.06193 -0.22156 -0.16573
H 4.02231 -2.35513 -0.97296
H 4.95614 -1.32519 -2.05320
H 3.49162 0.17245 -3.00998
H 2.06301 0.71900 -2.12021
H 2.23696 -0.98892 -2.53948
```

Calculated values
Gap between HOMO and LUMO (alpha / beta): 5.044 / 5.870 eV
⟨S²⟩: 8.76
Total charge: -2
Multiplicity: 6

Here are the Löwdin charges for atoms 1 to 6, given in e: Ru 1.205; O -0.016; C -0.632; O -0.132; C -0.104; C -0.270